No. 1
C3H9N3 | ωB97M-V with the def2-TZVPD basis set

```
! RIJCOSX wB97M-V def2-TZVPD def2/J DEFGRID3
* xyz 0 1
N -3.25810 1.07990 0.07150
N 2.40986 -1.42795 -0.01498
N -2.03212 1.37951 2.08915
C 1.28534 -0.93226 0.18660
C 3.22430 -1.36910 -1.21828
C -2.12370 1.08428 0.85728
H 4.23962 -1.71536 -1.08170
H -3.96547 1.75954 0.31906
H 3.23295 -0.32557 -1.57797
H -2.65812 2.14759 2.33925
H -3.11068 1.00042 -0.92328
H 0.96275 0.12156 0.05658
H 0.39491 -1.50679 0.49415
H 2.66247 -1.92258 -1.96239
H -1.26401 0.62682 0.36504
*
```

- SMILES: [H]/N=C\N.C=NC
- HOMO: -8.28 eV
- Maximum force: 3.1 eV Å⁻¹
- ΔE to the lowest compared entry with this formula, charge and spin: 304.3 kJ/mol

Partial charges, natural (NBO), in e: -0.81, -0.44, -0.72, 0.02, -0.42, 0.30, 0.21, 0.38, 0.16, 0.33, 0.38, 0.10, 0.15, 0.21, 0.14

***

No. 2
C3H6Br2S | ωB97M-V with the def2-TZVPD basis set

```
! RIJCOSX wB97M-V def2-TZVPD def2/J DEFGRID3
* xyz 0 1
Br -1.84509 -1.85127 -0.27089
Br -0.16735 2.37134 0.08096
S 2.45725 -0.25432 0.81156
C 1.05881 -0.24751 -0.39901
C -1.52769 0.03696 -0.48384
C -0.13489 0.42525 0.27517
H -0.17918 0.25181 1.38713
H 0.61359 -1.25823 -0.51696
H 1.58018 0.19693 -1.24050
H -2.28018 0.60589 0.01368
H -1.42420 0.30532 -1.56447
H 1.84875 -0.58217 1.90718
*
```

- SMILES: SC[C@@H](Br)CBr
- HOMO: -9.30 eV
- Maximum force: 2.8 eV Å⁻¹
- ΔE to the lowest compared entry with this formula, charge and spin: 0.0 kJ/mol

Partial charges, natural (NBO), in e: 0.01, -0.01, -0.03, -0.56, -0.47, -0.25, 0.24, 0.24, 0.25, 0.23, 0.23, 0.11

***

| no. | orbital gap (eV) |
| --- | --- |
| 1 | 8.89 |
| 2 | 9.95 |